1.
Entry from the Open Molecules 2025 dataset: an isolated molecule of C5H6N2 at a distorted geometry (ωB97M-V with the def2-TZVPD basis set).

Its total energy is -303.4096 Eh. As for the orbital gap (alpha / beta): 0.27996 / 0.30537 hartree. The energy above the lowest of the compared OMol25 structures with the same formula, charge and spin comes out at 142.1 kcal per mole.

Structure (ORCA input):
```
! RIJCOSX wB97M-V def2-TZVPD def2/J DEFGRID3
* xyz 0 1
C 3.165 0.040 -0.312
C 1.991 -0.048 0.029
C -1.283 -1.353 -0.139
C -1.557 0.120 0.215
C -0.245 0.935 -0.039
N -0.138 -1.813 -0.026
N 0.742 0.066 0.424
H 4.191 0.147 -0.207
H -2.287 -1.718 -0.337
H -2.507 0.376 -0.366
H -1.643 0.276 1.224
H -0.277 1.213 -1.044
H -0.151 1.760 0.577
*
```

---

2.
Entry from the Open Molecules 2025 dataset: a structure of composition C5H6N2 (ωB97M-V with the def2-TZVPD basis set).

Its total energy is -303.3927 Eh. As for the orbital gap (alpha / beta): 0.30744 / 0.29806 hartree. The energy above the lowest of the compared OMol25 structures with the same formula, charge and spin comes out at 152.7 kcal per mole.

Structure (ORCA input):
```
! RIJCOSX wB97M-V def2-TZVPD def2/J DEFGRID3
* xyz 0 1
N -2.214 0.743 1.358
C -1.088 0.320 1.240
C -0.978 -0.485 0.020
C -0.330 0.313 -1.108
C 1.083 -0.070 -0.701
C 1.387 -0.134 0.720
N 0.799 -1.212 0.268
H -1.701 -1.272 -0.167
H -0.590 1.376 -1.088
H -0.565 -0.092 -2.095
H 1.855 -0.220 -1.455
H 0.002 0.608 1.625
H 2.132 0.073 1.476
*
```

---

3.
Entry from the Open Molecules 2025 dataset: an isolated molecule of C5H6N2 at a distorted geometry (ωB97M-V with the def2-TZVPD basis set).

Its total energy is -303.5706 Eh. As for the orbital gap: 0.33002 hartree. The energy above the lowest of the compared OMol25 structures with the same formula, charge and spin comes out at 41.1 kcal per mole.

Structure (ORCA input):
```
! RIJCOSX wB97M-V def2-TZVPD def2/J DEFGRID3
* xyz 0 1
C -1.762 1.388 0.308
C -0.555 1.383 -0.315
C 0.360 0.264 -0.041
C 1.676 0.633 0.114
N 2.760 0.929 0.351
C -0.033 -1.073 -0.062
N 0.883 -2.105 -0.060
H -2.470 2.088 0.159
H -2.008 0.637 1.125
H -0.267 2.058 -1.122
H -1.071 -1.210 -0.146
H 1.829 -1.835 -0.133
H 0.658 -3.158 -0.178
*
```

---

4.
Entry from the Open Molecules 2025 dataset: a structure of composition C5H6N2 (ωB97M-V with the def2-TZVPD basis set).

Its total energy is -303.5797 Eh. As for the orbital gap: 0.35972 hartree. The energy above the lowest of the compared OMol25 structures with the same formula, charge and spin comes out at 35.4 kcal per mole.

Structure (ORCA input):
```
! RIJCOSX wB97M-V def2-TZVPD def2/J DEFGRID3
* xyz 0 1
C -1.302 -0.522 -0.027
C -1.330 1.016 0.203
C 0.159 0.809 0.343
N 1.280 1.232 -0.157
C 2.014 0.054 -0.281
C 1.286 -1.049 0.068
N 0.079 -0.550 0.536
H -1.247 -0.767 -1.091
H -2.027 -1.157 0.483
H -1.631 1.634 -0.643
H -1.859 1.320 1.109
H 3.031 0.078 -0.651
H 1.547 -2.097 0.109
*
```

---

5.
Entry from the Open Molecules 2025 dataset: an isolated molecule of C5H6N2 at a distorted geometry (ωB97M-V with the def2-TZVPD basis set).

Its total energy is -303.4576 Eh. As for the orbital gap (alpha / beta): 0.31387 / 0.31383 hartree. The energy above the lowest of the compared OMol25 structures with the same formula, charge and spin comes out at 112.0 kcal per mole.

Structure (ORCA input):
```
! RIJCOSX wB97M-V def2-TZVPD def2/J DEFGRID3
* xyz 0 1
C 1.179 0.827 -0.439
C -0.937 -0.704 1.424
C 0.021 -0.089 -0.596
C -0.958 0.003 -1.486
N -0.944 0.157 2.244
C 0.129 -1.428 0.254
N 0.705 -2.458 0.250
H -0.992 0.155 3.252
H 1.796 0.879 -1.341
H 0.880 1.859 -0.228
H 1.918 0.647 0.345
H -1.014 0.844 -2.165
H -1.783 -0.692 -1.513
*
```

---

6.
Entry from the Open Molecules 2025 dataset: a structure of composition C5H6N2 (ωB97M-V with the def2-TZVPD basis set).

Its total energy is -303.5073 Eh. As for the orbital gap: 0.40300 hartree. The energy above the lowest of the compared OMol25 structures with the same formula, charge and spin comes out at 80.8 kcal per mole.

Structure (ORCA input):
```
! RIJCOSX wB97M-V def2-TZVPD def2/J DEFGRID3
* xyz 0 1
N -0.112 1.959 -0.538
C -1.254 1.445 -0.609
C -0.258 0.620 -1.250
C 0.154 -0.634 -0.505
C 1.167 -0.496 0.669
C -0.064 -0.857 1.448
N -0.899 -1.019 0.487
H -0.123 0.634 -2.331
H 0.367 -1.445 -1.206
H 1.952 -1.257 0.705
H 1.595 0.501 0.815
H -0.279 -1.003 2.508
H -2.248 1.554 -0.195
*
```

---

7.
Entry from the Open Molecules 2025 dataset: an isolated molecule of C5H6N2O at a distorted geometry (ωB97M-V with the def2-TZVPD basis set).

Its total energy is -378.7735 Eh. As for the orbital gap: 0.35150 hartree. The energy above the lowest of the compared OMol25 structures with the same formula, charge and spin comes out at 61.2 kcal per mole.

Structure (ORCA input):
```
! RIJCOSX wB97M-V def2-TZVPD def2/J DEFGRID3
* xyz 0 1
H -2.626 -2.178 0.113
N -2.153 -1.342 -0.127
C -0.933 -1.201 0.059
C -0.278 -0.012 -0.636
C 0.274 -0.311 -1.900
N 0.754 -0.681 -2.893
C 0.774 0.604 0.231
C 0.486 1.732 1.035
O 1.951 -0.030 0.382
H -0.198 -1.913 0.547
H -0.942 0.955 -0.774
H 0.797 2.008 1.968
H -0.408 2.248 0.769
H 2.502 0.121 1.225
*
```

---

8.
Entry from the Open Molecules 2025 dataset: a structure of composition C5H6N2O at a distorted geometry (ωB97M-V with the def2-TZVPD basis set).

Its total energy is -378.7113 Eh. As for the orbital gap: 0.33429 hartree. The energy above the lowest of the compared OMol25 structures with the same formula, charge and spin comes out at 100.2 kcal per mole.

Structure (ORCA input):
```
! RIJCOSX wB97M-V def2-TZVPD def2/J DEFGRID3
* xyz 0 1
C 0.349 -2.066 0.729
N -0.291 0.086 -0.381
C 0.472 0.830 0.432
C -0.425 -1.316 -0.316
N -1.194 -1.930 -1.116
C 0.069 2.322 -0.298
C 0.150 3.536 -0.309
O 1.243 0.713 1.322
H -0.610 1.271 -0.914
H -1.660 -1.291 -1.760
H 0.123 -3.125 0.635
H 1.420 -1.900 0.608
H 0.086 -1.719 1.729
H 0.267 4.590 -0.361
*
```

---

9.
Entry from the Open Molecules 2025 dataset: a structure of composition C5H6N2O at a distorted geometry (ωB97M-V with the def2-TZVPD basis set).

Its total energy is -378.7459 Eh. As for the orbital gap: 0.36650 hartree. The energy above the lowest of the compared OMol25 structures with the same formula, charge and spin comes out at 78.5 kcal per mole.

Structure (ORCA input):
```
! RIJCOSX wB97M-V def2-TZVPD def2/J DEFGRID3
* xyz 0 1
C -2.119 -0.523 0.454
C -1.115 0.061 -0.506
C 0.644 0.967 0.012
C 2.001 0.953 0.257
C 0.308 -0.334 -0.196
H -3.054 -0.029 0.111
H -2.117 -1.595 0.148
H -1.870 -0.435 1.512
H -1.378 -0.020 -1.584
H 2.530 1.862 0.293
H 3.267 -0.786 -0.093
N 2.340 -0.385 0.061
N 1.299 -1.183 -0.264
O -0.735 1.448 -0.205
*
```

---

10.
Entry from the Open Molecules 2025 dataset: a structure of composition C5H6N2O at a distorted geometry (ωB97M-V with the def2-TZVPD basis set).

Its total energy is -378.7734 Eh. As for the orbital gap: 0.35103 hartree. The energy above the lowest of the compared OMol25 structures with the same formula, charge and spin comes out at 61.2 kcal per mole.

Structure (ORCA input):
```
! RIJCOSX wB97M-V def2-TZVPD def2/J DEFGRID3
* xyz 0 1
C 2.069 0.766 0.167
C 1.206 -0.407 0.006
C -1.122 -1.286 -0.043
C -2.380 -0.870 0.118
C -1.179 1.060 -0.126
H 2.048 1.499 -0.641
H 3.108 0.338 0.259
H 2.178 1.288 1.100
H -0.576 -2.177 -0.124
H -3.381 -1.344 0.343
H -1.028 2.289 -0.762
N -0.267 -0.169 -0.348
N -2.389 0.493 0.141
O 1.713 -1.481 -0.092
*
```

---

11.
Entry from the Open Molecules 2025 dataset: an isolated molecule of C5H6N2O at a distorted geometry (ωB97M-V with the def2-TZVPD basis set).

Its total energy is -378.6171 Eh. As for the orbital gap: 0.35743 hartree. The energy above the lowest of the compared OMol25 structures with the same formula, charge and spin comes out at 159.3 kcal per mole.

Structure (ORCA input):
```
! RIJCOSX wB97M-V def2-TZVPD def2/J DEFGRID3
* xyz 0 1
C -0.797 -1.829 -2.450
C -0.147 -1.125 -1.549
C -0.136 0.036 -0.570
O 1.097 0.617 -0.866
N 1.260 1.483 0.446
C 0.606 1.033 1.416
C -0.171 -0.175 1.077
N -1.381 -0.120 1.756
H -0.663 -2.893 -2.929
H -0.861 0.885 -0.905
H 0.610 1.701 2.488
H 0.400 -1.102 1.032
H -2.161 -0.636 1.422
H -1.382 -0.082 2.870
*
```

---

12.
Entry from the Open Molecules 2025 dataset: an isolated molecule of C5H6N2O at a distorted geometry (ωB97M-V with the def2-TZVPD basis set).

Its total energy is -378.6742 Eh. As for the orbital gap: 0.30755 hartree. The energy above the lowest of the compared OMol25 structures with the same formula, charge and spin comes out at 123.5 kcal per mole.

Structure (ORCA input):
```
! RIJCOSX wB97M-V def2-TZVPD def2/J DEFGRID3
* xyz 0 1
C -0.334 -1.498 -0.835
C -0.112 -0.259 -0.314
C 0.309 0.974 -0.782
C 0.284 1.807 0.511
N 0.156 0.862 1.651
C -0.104 -0.220 0.981
O -0.438 -1.474 1.435
N -0.133 -2.315 0.355
H -0.707 -1.640 -1.942
H -0.108 1.377 -1.828
H 1.294 0.794 -1.097
H 1.130 2.383 0.642
H -0.391 2.506 0.736
H -0.845 -3.297 0.486
*
```

---

13.
Entry from the Open Molecules 2025 dataset: an isolated molecule of C5H6N2O at a distorted geometry (ωB97M-V with the def2-TZVPD basis set).

Its total energy is -378.8010 Eh. As for the orbital gap: 0.35588 hartree. The energy above the lowest of the compared OMol25 structures with the same formula, charge and spin comes out at 43.9 kcal per mole.

Structure (ORCA input):
```
! RIJCOSX wB97M-V def2-TZVPD def2/J DEFGRID3
* xyz 0 1
C -2.212 0.014 0.963
C -1.212 -0.644 0.112
O -1.505 -1.752 -0.437
C 0.172 -0.128 -0.142
N 0.496 1.165 0.192
C 1.834 1.206 -0.285
C 2.143 0.056 -0.825
N 1.086 -0.749 -0.732
H -1.872 0.129 2.167
H -2.434 1.142 0.577
H -3.081 -0.521 0.932
H 2.522 2.232 -0.254
H 3.220 -0.348 -1.045
H 0.844 -1.804 -1.224
*
```

---

14.
Entry from the Open Molecules 2025 dataset: an isolated molecule of C5H6N2O at a distorted geometry (ωB97M-V with the def2-TZVPD basis set).

Its total energy is -378.7693 Eh. As for the orbital gap: 0.31356 hartree. The energy above the lowest of the compared OMol25 structures with the same formula, charge and spin comes out at 63.8 kcal per mole.

Structure (ORCA input):
```
! RIJCOSX wB97M-V def2-TZVPD def2/J DEFGRID3
* xyz 0 1
C 2.047 -0.628 1.071
N -0.665 -0.533 -1.378
C -0.608 0.690 0.601
C 1.308 -0.846 -0.198
C -1.702 0.330 -1.368
C -1.725 1.055 -0.212
N 0.068 -0.413 -0.199
O -0.205 1.042 1.677
H -0.278 -1.065 -2.147
H -2.413 0.333 -2.167
H -2.500 1.720 0.104
H 1.502 -1.053 1.914
H 3.038 -1.075 1.024
H 2.133 0.441 1.276
*
```

---

15.
Entry from the Open Molecules 2025 dataset: an isolated molecule of C5H6N2O at a distorted geometry (ωB97M-V with the def2-TZVPD basis set).

Its total energy is -378.6927 Eh. As for the orbital gap: 0.32882 hartree. The energy above the lowest of the compared OMol25 structures with the same formula, charge and spin comes out at 111.8 kcal per mole.

Structure (ORCA input):
```
! RIJCOSX wB97M-V def2-TZVPD def2/J DEFGRID3
* xyz 0 1
O 2.432 -0.871 -0.061
C 1.228 -0.194 0.147
N 1.143 1.095 -0.021
C -0.059 1.529 -0.029
N -0.899 0.558 -0.178
C -0.125 -0.545 0.007
C -1.375 -1.441 -0.118
C -2.181 0.043 0.232
H 3.080 -0.256 0.673
H -0.391 2.604 -0.321
H -1.344 -2.301 0.589
H -1.528 -1.588 -1.353
H -2.805 0.160 1.290
H -3.099 0.425 -0.436
*
```

---

16.
Entry from the Open Molecules 2025 dataset: an isolated molecule of C5H6N2O at a distorted geometry (ωB97M-V with the def2-TZVPD basis set).

Its total energy is -378.6770 Eh. As for the orbital gap: 0.30460 hartree. The energy above the lowest of the compared OMol25 structures with the same formula, charge and spin comes out at 121.7 kcal per mole.

Structure (ORCA input):
```
! RIJCOSX wB97M-V def2-TZVPD def2/J DEFGRID3
* xyz 0 1
O 2.857 -0.290 -0.685
C 2.043 0.791 -0.641
N 0.624 0.540 -0.296
C 0.308 -0.883 -0.735
C -1.155 -0.886 -0.317
C -1.718 -0.102 0.691
C -1.138 1.064 1.099
N -0.009 1.325 0.644
H 2.198 1.952 -0.369
H 0.663 -1.201 -1.684
H 0.974 -1.713 -0.144
H -1.383 -2.066 -0.432
H -2.578 -0.213 1.084
H -1.686 1.683 1.785
*
```

---

17.
Entry from the Open Molecules 2025 dataset: an isolated molecule of C5H6N2O at a distorted geometry (ωB97M-V with the def2-TZVPD basis set).

Its total energy is -378.8266 Eh. As for the orbital gap: 0.33240 hartree. The energy above the lowest of the compared OMol25 structures with the same formula, charge and spin comes out at 27.8 kcal per mole.

Structure (ORCA input):
```
! RIJCOSX wB97M-V def2-TZVPD def2/J DEFGRID3
* xyz 0 1
H 2.474 -2.221 -0.177
N 2.668 -1.247 -0.082
C 1.748 -0.359 -0.017
N 1.964 0.944 0.145
C 0.933 1.710 0.044
C -0.510 1.282 -0.220
C -0.676 -0.072 -0.093
C -1.961 -0.853 0.114
O 0.442 -0.812 -0.024
H 1.187 2.745 0.298
H -1.356 1.930 -0.446
H -2.021 -1.488 -0.704
H -2.866 -0.208 0.071
H -2.026 -1.353 1.090
*
```

---

18.
Entry from the Open Molecules 2025 dataset: an isolated molecule of C5H6N2O at a distorted geometry (ωB97M-V with the def2-TZVPD basis set).

Its total energy is -378.6895 Eh. As for the orbital gap: 0.37068 hartree. The energy above the lowest of the compared OMol25 structures with the same formula, charge and spin comes out at 113.9 kcal per mole.

Structure (ORCA input):
```
! RIJCOSX wB97M-V def2-TZVPD def2/J DEFGRID3
* xyz 0 1
C 2.639 -0.190 1.115
C 1.553 0.069 0.583
C 0.464 0.907 0.036
O 0.707 0.999 -1.298
N -0.095 0.408 -2.120
C -0.963 -0.151 -1.397
C -0.888 0.217 0.092
N -1.084 -0.966 0.980
H 3.578 -0.519 1.470
H 0.559 1.904 0.464
H -1.895 -0.551 -1.786
H -1.772 0.885 0.200
H -0.652 -1.908 0.805
H -2.150 -1.104 0.857
*
```

---

19.
Entry from the Open Molecules 2025 dataset: an isolated molecule of C5H6N2O2S at a distorted geometry (ωB97M-V with the def2-TZVPD basis set).

Its total energy is -852.1336 Eh. As for the orbital gap (alpha / beta): 0.24056 / 0.29240 hartree. The energy above the lowest of the compared OMol25 structures with the same formula, charge and spin comes out at 137.5 kcal per mole.

Structure (ORCA input):
```
! RIJCOSX wB97M-V def2-TZVPD def2/J DEFGRID3
* xyz 0 1
C 1.043 1.607 -0.369
C 0.454 -0.738 -0.425
C -1.973 -0.749 0.913
C -2.604 1.162 -0.107
C -0.439 -1.097 0.858
N 1.078 0.360 -0.634
N -3.110 0.191 -0.889
O -2.110 0.596 1.003
O -2.727 2.347 -0.236
S -3.035 -1.391 -0.254
H 0.125 2.213 -0.234
H -0.237 -2.098 0.928
H 0.049 -0.442 1.625
H 1.954 2.008 -0.408
H 0.612 -1.482 -1.122
H -3.570 0.286 -1.871
*
```